A cluster of 3 separate species, C5H15NO2 in total at a distorted geometry. Source: OMol25; level of theory: wB97M-V/def2-TZVPD.

Cartesian coordinates (Å):
1 C -3.428 -2.517 -0.025
2 C -2.052 -2.440 -0.659
3 C -1.574 -1.275 -0.975
4 C -0.206 -0.939 -1.734
5 N 0.679 -0.161 -0.915
6 C 1.631 -0.397 0.100
7 H -4.117 -1.818 -0.528
8 H -3.287 -2.558 1.069
9 H -3.868 -3.518 -0.295
10 H -1.836 -3.395 -0.956
11 H -2.007 -0.371 -0.612
12 H -0.632 -0.407 -2.626
13 H 0.226 -1.978 -1.784
14 H 0.063 0.610 -0.698
15 H 1.241 -0.572 1.152
16 H 2.363 0.355 0.034
17 H 2.001 -1.502 0.024
18 O 4.276 2.822 2.053
19 H 3.592 2.294 1.576
20 H 4.009 2.852 3.045
21 O -0.257 3.317 0.967
22 H -0.869 3.173 1.687
23 H -0.001 4.258 0.917

Calculated values
ΔE to the lowest compared entry with this formula, charge and spin = 3.652 eV
Highest occupied orbital energy = -8.1 eV
F_max = 5.15 eV/A
LUMO energy = 0.54 eV
Energy = -404.6209 a.u.
SMILES = C/C=C/CNC.O.O

The molecule C7H10 at a distorted geometry. Source: OMol25; level of theory: wB97M-V/def2-TZVPD.

Cartesian coordinates (Å):
1 C 1.394 -0.941 0.560
2 C 1.008 0.001 -0.557
3 C -0.377 -0.176 -1.268
4 C -1.487 -0.873 -0.494
5 C 0.594 1.374 -0.270
6 C -0.077 1.753 0.872
7 C -0.490 2.282 1.899
8 H 1.514 -1.956 0.175
9 H 2.350 -0.620 0.992
10 H 0.644 -0.938 1.352
11 H 1.787 0.011 -1.323
12 H -0.214 -0.591 -2.264
13 H -2.407 -0.882 -1.087
14 H -1.242 -1.912 -0.248
15 H -1.700 -0.345 0.441
16 H -0.644 0.876 -1.504
17 H -0.654 2.936 2.723

Calculated values
ΔE to the lowest compared entry with this formula, charge and spin = 5.220 eV
Highest occupied orbital energy = -7.8 eV
F_max = 1.00 eV/A
LUMO energy = -0.18 eV
Energy = -272.5262 a.u.

The molecule C13H15NO at a distorted geometry. Source: OMol25; level of theory: wB97M-V/def2-TZVPD.

Cartesian coordinates (Å):
1 C 3.957 -0.011 0.761
2 C 1.151 -1.289 -1.262
3 C 2.378 -1.022 -0.767
4 C -1.761 1.499 0.436
5 C -1.520 1.333 -1.134
6 C -0.335 1.699 1.004
7 C -0.235 -0.850 -0.983
8 C -0.159 0.680 -1.230
9 C 0.694 1.514 -0.135
10 C 1.949 1.090 0.460
11 C 2.690 0.000 0.182
12 C -0.744 -1.289 0.360
13 C -2.275 -2.647 1.416
14 N 5.051 -0.128 1.081
15 O -1.680 -2.232 0.242
16 H 1.226 -2.143 -2.081
17 H 3.256 -1.522 -1.193
18 H -2.507 2.303 0.530
19 H -2.162 0.450 0.701
20 H -2.307 0.683 -1.672
21 H -1.485 2.332 -1.568
22 H -0.225 2.734 1.347
23 H -0.099 1.034 1.755
24 H -0.854 -1.340 -1.680
25 H 0.352 0.749 -2.157
26 H 0.834 2.474 -0.677
27 H 2.211 1.912 1.193
28 H -3.018 -3.375 1.189
29 H -2.861 -1.790 1.742
30 H -1.519 -2.847 2.138

Calculated values
ΔE to the lowest compared entry with this formula, charge and spin = 5.276 eV
Highest occupied orbital energy = -8.5 eV
F_max = 4.69 eV/A
LUMO energy = 0.18 eV
Energy = -634.1650 a.u.

A structure of composition C33H32ClN5O3PdS3. Source: OMol25; level of theory: wB97M-V/def2-TZVPD.

Cartesian coordinates (Å):
1 Pd -0.161 0.387 0.307
2 C 1.501 -2.873 3.755
3 C 2.156 -1.776 3.018
4 N 2.024 -1.402 1.846
5 C 2.765 -0.269 1.411
6 C 3.610 0.187 2.607
7 S 3.384 -0.649 3.965
8 C 2.869 -0.919 -1.117
9 C 3.303 -1.783 -2.078
10 S 2.330 -1.622 -3.472
11 C 1.425 -0.378 -2.695
12 N 1.804 -0.135 -1.472
13 C 0.303 0.319 -3.375
14 H 0.855 -3.403 3.058
15 H 0.908 -2.469 4.577
16 H 2.241 -3.555 4.177
17 H 4.287 1.032 2.573
18 H 4.117 -2.487 -2.044
19 H 0.574 0.603 -4.391
20 H 0.048 1.213 -2.806
21 H -0.562 -0.346 -3.399
22 S 3.892 2.104 -0.193
23 C 4.524 0.532 -0.115
24 C 5.902 0.392 -0.325
25 C 6.507 -0.809 -0.073
26 C 5.784 -1.960 0.376
27 C 4.450 -1.896 0.491
28 C 3.665 -0.660 0.187
29 N 1.857 0.815 1.097
30 C 2.230 1.857 0.419
31 C 1.247 2.823 0.045
32 C 1.552 4.148 -0.303
33 C 0.519 5.017 -0.566
34 C -0.796 4.551 -0.500
35 C -1.093 3.228 -0.197
36 C -0.075 2.327 0.095
37 H 6.491 1.249 -0.626
38 H 7.581 -0.886 -0.196
39 H 6.323 -2.875 0.579
40 H 3.857 -2.766 0.745
41 H 2.579 4.495 -0.348
42 H 0.718 6.049 -0.815
43 H -1.608 5.240 -0.694
44 H -2.130 2.920 -0.175
45 C -3.214 -2.089 -4.507
46 C -4.346 -1.777 -3.537
47 N -4.833 -0.405 -3.654
48 C -5.500 -0.009 -4.898
49 C -4.627 0.848 -5.804
50 C -4.699 0.535 -2.699
51 O -5.055 1.696 -2.821
52 C -4.081 0.126 -1.386
53 C -4.811 -0.488 -0.379
54 C -4.206 -0.715 0.846
55 C -2.893 -0.331 1.025
56 N -2.193 0.272 0.056
57 C -2.776 0.496 -1.123
58 H -2.829 -3.089 -4.314
59 H -2.397 -1.378 -4.378
60 H -3.547 -2.047 -5.544
61 H -4.001 -1.946 -2.518
62 H -5.188 -2.451 -3.714
63 H -6.408 0.533 -4.634
64 H -5.794 -0.930 -5.403
65 H -4.352 1.773 -5.301
66 H -5.177 1.105 -6.709
67 H -3.721 0.318 -6.098
68 H -5.835 -0.795 -0.555
69 H -4.739 -1.192 1.656
70 H -2.381 -0.490 1.963
71 H -2.177 0.980 -1.882
72 Cl -3.015 -3.760 -0.288
73 C -1.265 -3.714 -0.632
74 C -0.842 -2.250 -0.779
75 O -1.081 -1.666 -1.834
76 O -0.267 -1.748 0.247
77 H -1.104 -4.252 -1.562
78 H -0.761 -4.202 0.196

Calculated values
ΔE to the lowest compared entry with this formula, charge and spin = 4.435 eV
Highest occupied orbital energy = -12.7 eV
Net charge = +2
F_max = 0.72 eV/A
LUMO energy = -8.65 eV
Energy = -3558.2327 a.u.

The molecule C11H12 at a distorted geometry. Source: OMol25; level of theory: wB97M-V/def2-TZVPD.

Cartesian coordinates (Å):
1 C -1.930 1.637 1.160
2 C -1.457 0.234 1.602
3 C -0.019 -0.092 1.098
4 C 0.316 -0.300 -0.316
5 C -0.705 -0.481 -1.300
6 C -0.389 -1.071 -2.496
7 C 1.020 -1.311 -2.907
8 C 1.958 -1.050 -1.914
9 C 1.593 -0.572 -0.712
10 C 1.111 -0.121 2.181
11 C 1.124 1.098 1.739
12 H -1.199 2.281 1.682
13 H -2.930 1.971 1.518
14 H -1.675 1.651 0.041
15 H -2.075 -0.588 1.378
16 H -1.347 0.210 2.663
17 H -1.666 -0.260 -0.960
18 H -1.273 -1.199 -3.141
19 H 1.246 -1.767 -3.809
20 H 2.959 -1.346 -2.045
21 H 2.364 -0.373 0.079
22 H 1.385 -0.616 3.067
23 H 1.587 2.066 1.393

Calculated values
ΔE to the lowest compared entry with this formula, charge and spin = 2.762 eV
Highest occupied orbital energy = -7.7 eV
F_max = 4.91 eV/A
LUMO energy = 1.03 eV
Energy = -426.1901 a.u.
SMILES = CCC1(c2ccccc2)C=C1

The molecule C6H7N at a distorted geometry. Source: OMol25; level of theory: wB97M-V/def2-TZVPD.

Cartesian coordinates (Å):
1 C -0.701 -1.764 -0.038
2 C -0.480 -0.566 -0.805
3 C -1.120 0.388 -1.440
4 C -2.181 0.950 -1.967
5 N -3.176 1.376 -2.321
6 C 0.545 0.389 -1.373
7 C 1.218 1.414 -0.527
8 H 0.287 -2.125 0.411
9 H -1.042 -2.473 -0.786
10 H -1.534 -1.703 0.653
11 H 1.134 0.078 -2.295
12 H 0.595 1.472 0.311
13 H 1.367 2.331 -1.066
14 H 2.242 1.018 -0.172

Calculated values
ΔE to the lowest compared entry with this formula, charge and spin = 3.514 eV
Highest occupied orbital energy = -9.5 eV
F_max = 7.07 eV/A
LUMO energy = 0.53 eV
Energy = -287.4581 a.u.
SMILES = CC1=C(C#N)[C@H]1C

Repeat the second record exactly.
The molecule C7H10 at a distorted geometry. Source: OMol25; level of theory: wB97M-V/def2-TZVPD.

Cartesian coordinates (Å):
1 C 1.394 -0.941 0.560
2 C 1.008 0.001 -0.557
3 C -0.377 -0.176 -1.268
4 C -1.487 -0.873 -0.494
5 C 0.594 1.374 -0.270
6 C -0.077 1.753 0.872
7 C -0.490 2.282 1.899
8 H 1.514 -1.956 0.175
9 H 2.350 -0.620 0.992
10 H 0.644 -0.938 1.352
11 H 1.787 0.011 -1.323
12 H -0.214 -0.591 -2.264
13 H -2.407 -0.882 -1.087
14 H -1.242 -1.912 -0.248
15 H -1.700 -0.345 0.441
16 H -0.644 0.876 -1.504
17 H -0.654 2.936 2.723

Calculated values
ΔE to the lowest compared entry with this formula, charge and spin = 5.220 eV
Highest occupied orbital energy = -7.8 eV
F_max = 1.00 eV/A
LUMO energy = -0.18 eV
Energy = -272.5262 a.u.

> The lowest energy belongs to which entry?

C33H32ClN5O3PdS3